Entry 1:
# C5H8N2

One molecule with the formula C5H8N2 (ωB97M-V with the def2-TZVPD basis set, OMol25).

The HOMO-LUMO gap is 9.66 eV. As for the SMILES: CCn1ccnc1.

Geometry as ORCA input:
```
! wB97M-V def2-TZVPD RIJCOSX def2/J DEFGRID3
* xyz 0 1
C 1.192 0.074 1.772
C 1.184 -0.262 0.283
N -0.088 -0.012 -0.428
C -0.787 1.085 -0.967
C -1.904 0.559 -1.548
N -1.950 -0.799 -1.403
C -0.865 -1.087 -0.738
H 2.166 -0.181 2.209
H 1.014 1.138 1.941
H 0.437 -0.503 2.315
H 1.329 -1.342 0.176
H 2.047 0.194 -0.218
H -0.526 2.130 -0.889
H -2.693 1.081 -2.078
H -0.557 -2.074 -0.427
*
```



Entry 2:
# C2H2N2O

One molecule with the formula C2H2N2O in a non-equilibrium geometry (ωB97M-V with the def2-TZVPD basis set, OMol25).

The HOMO-LUMO gap is 8.63 eV. As for the SMILES: N=C=CN=O.

Geometry as ORCA input:
```
! wB97M-V def2-TZVPD RIJCOSX def2/J DEFGRID3
* xyz 0 1
N -1.247 0.422 0.876
C -0.070 0.510 0.618
C 0.873 0.442 -0.316
N 0.283 0.025 -1.533
O -0.871 -0.326 -1.573
H -1.495 0.086 1.787
H 1.895 0.774 -0.307
*
```



Entry 3:
# C3H4BiO3

C3H4BiO3 as an isolated structure in a non-equilibrium geometry (ωB97M-V with the def2-TZVPD basis set, OMol25).

Its expectation value of S² is 1.068. The HOMO-LUMO gap (alpha / beta) is 7.21 / 7.09 eV.

Geometry as ORCA input:
```
! wB97M-V def2-TZVPD RIJCOSX def2/J DEFGRID3
* xyz 0 2
C 1.766 -0.859 -0.804
C 1.178 -0.827 0.455
H 1.482 -1.620 -1.551
H 1.474 -1.634 1.148
H 2.792 -0.474 -0.918
O -0.920 1.582 -0.355
C -1.563 0.745 0.317
O -1.012 -0.042 1.133
O -2.851 0.503 0.044
Bi 0.907 1.322 0.843
H -3.254 1.304 -0.312
*
```



Entry 4:
# C19H27N5O5

One molecule with the formula C19H27N5O5 in a non-equilibrium geometry (ωB97M-V with the def2-TZVPD basis set, OMol25).

The HOMO-LUMO gap is 8.25 eV. As for the SMILES: Cn1c(NCCN(CCO)CCCc2ccc([N+](=O)[O-])cc2)cc(=O)n(C)c1=O.

Geometry as ORCA input:
```
! wB97M-V def2-TZVPD RIJCOSX def2/J DEFGRID3
* xyz 0 1
C -0.512 -0.021 2.515
N -0.153 0.837 1.403
C -1.125 1.468 0.660
N -2.413 1.210 1.024
C -3.550 1.750 0.317
C -3.830 1.023 -1.012
N -3.701 -0.410 -0.841
C -4.828 -1.053 -0.193
C -4.332 -2.046 0.868
O -3.637 -1.404 1.917
C -3.207 -1.096 -2.024
C -1.681 -0.999 -2.113
C -1.032 -1.794 -0.985
C 0.445 -1.595 -0.798
C 1.057 -2.205 0.299
C 2.406 -2.060 0.537
C 3.166 -1.295 -0.339
N 4.567 -1.113 -0.090
O 5.093 -1.822 0.742
O 5.147 -0.264 -0.736
C 2.582 -0.695 -1.446
C 1.228 -0.847 -1.670
C -0.755 2.340 -0.321
C 0.614 2.648 -0.582
O 1.019 3.402 -1.447
N 1.530 1.996 0.260
C 2.930 2.348 0.095
C 1.202 1.090 1.224
O 2.035 0.521 1.903
H -1.060 -0.903 2.183
H 0.420 -0.336 2.982
H -1.115 0.530 3.238
H -2.591 0.278 1.382
H -3.394 2.813 0.131
H -4.409 1.651 0.987
H -3.090 1.339 -1.746
H -4.824 1.320 -1.386
H -5.442 -0.294 0.299
H -5.471 -1.589 -0.906
H -5.178 -2.624 1.262
H -3.615 -2.738 0.423
H -4.268 -0.904 2.447
H -3.489 -2.149 -1.957
H -3.661 -0.688 -2.941
H -1.383 0.048 -2.038
H -1.359 -1.380 -3.083
H -1.538 -1.527 -0.054
H -1.212 -2.862 -1.150
H 0.457 -2.794 0.977
H 2.882 -2.508 1.395
H 3.197 -0.123 -2.124
H 0.789 -0.373 -2.533
H -1.478 2.846 -0.933
H 3.019 3.434 0.090
H 3.309 1.967 -0.852
H 3.494 1.920 0.919
*
```



Entry 5:
# C6H14BO2

An isolated ion of composition C6H14BO2 and charge -1 (ωB97M-V with the def2-TZVPD basis set, OMol25).

The HOMO-LUMO gap is 7.51 eV.

Geometry as ORCA input:
```
! wB97M-V def2-TZVPD RIJCOSX def2/J DEFGRID3
* xyz -1 1
C -0.310 -3.396 -0.813
C -1.082 -2.108 -1.160
C -0.206 -0.852 -1.125
C 0.307 -0.471 0.264
B 0.879 1.045 0.335
O 1.064 1.538 1.766
C 0.261 2.674 1.906
C 0.121 3.183 0.479
O -0.129 2.009 -0.237
H 0.752 -3.179 -0.681
H -0.654 -3.855 0.116
H -0.400 -4.151 -1.598
H -1.903 -1.971 -0.449
H -1.539 -2.212 -2.149
H -0.765 -0.009 -1.540
H 0.650 -1.014 -1.794
H 1.098 -1.165 0.578
H -0.509 -0.574 0.997
H 1.972 1.160 -0.269
H 0.702 3.403 2.600
H -0.744 2.401 2.276
H -0.659 3.937 0.321
H 1.095 3.608 0.177
*
```



Entry 6:
# C30H75N5O10

A 5-piece molecular cluster, C30H75N5O10 overall in a non-equilibrium geometry (ωB97M-V with the def2-TZVPD basis set, OMol25).

The HOMO-LUMO gap is 8.56 eV. As for the SMILES: COCCNCCOC.COCCNCCOC.COCCNCCOC.COCCNCCOC.COCCNCCOC.

Geometry as ORCA input:
```
! wB97M-V def2-TZVPD RIJCOSX def2/J DEFGRID3
* xyz 0 1
C -1.841 0.959 6.234
O -3.152 0.814 5.789
C -3.862 2.018 5.617
C -5.065 1.545 4.727
N -6.171 0.843 5.392
C -7.454 0.698 4.759
C -8.406 -0.510 5.158
O -7.752 -1.841 5.480
C -6.837 -2.403 4.580
H -1.985 1.385 7.228
H -1.326 1.616 5.533
H -1.329 0.002 6.337
H -3.212 2.646 5.007
H -4.241 2.647 6.422
H -4.722 1.194 3.754
H -5.478 2.457 4.295
H -5.817 0.147 6.032
H -7.297 0.608 3.684
H -7.953 1.592 5.132
H -8.946 -0.869 4.282
H -9.098 0.000 5.828
H -6.565 -3.425 4.843
H -5.864 -1.916 4.650
H -7.170 -2.387 3.542
C 1.498 -4.779 -10.384
O 1.172 -3.736 -9.418
C 2.158 -3.657 -8.370
C 1.747 -2.229 -7.677
N 1.538 -1.125 -8.653
C 2.522 -0.075 -8.736
C 3.940 -0.661 -8.944
O 4.854 0.364 -9.082
C 5.314 0.911 -7.824
H 2.385 -4.786 -11.017
H 0.588 -4.986 -10.948
H 1.543 -5.656 -9.739
H 3.056 -3.670 -8.989
H 2.049 -4.614 -7.859
H 2.422 -1.927 -6.876
H 0.708 -2.294 -7.356
H 1.509 -1.550 -9.568
H 2.497 0.527 -7.828
H 2.106 0.440 -9.602
H 3.925 -1.169 -9.908
H 4.331 -1.346 -8.191
H 4.755 1.776 -7.468
H 6.254 1.289 -8.227
H 5.588 0.189 -7.055
C 10.072 0.135 7.828
O 8.894 0.781 8.252
C 7.873 -0.052 8.632
C 7.253 -1.098 7.754
N 6.725 -0.573 6.549
C 6.317 -1.592 5.602
C 6.087 -0.959 4.173
O 7.339 -0.334 3.777
C 7.185 0.584 2.683
H 10.691 -0.173 8.670
H 10.668 0.740 7.145
H 9.931 -0.747 7.203
H 7.042 0.591 8.923
H 8.082 -0.578 9.564
H 6.440 -1.460 8.382
H 8.077 -1.731 7.425
H 7.490 -0.168 6.029
H 5.417 -2.138 5.886
H 7.023 -2.422 5.593
H 5.225 -0.307 4.315
H 5.740 -1.691 3.444
H 8.061 1.231 2.728
H 6.317 1.184 2.956
H 6.944 0.038 1.771
C 1.153 -4.994 3.399
O 0.566 -4.204 2.422
C -0.597 -3.502 2.774
C -0.857 -2.361 1.715
N -1.309 -2.955 0.452
C -0.988 -1.985 -0.602
C -1.607 -2.458 -1.915
O -1.145 -3.687 -2.460
C -1.881 -4.575 -3.294
H 1.121 -4.542 4.391
H 2.210 -5.225 3.268
H 0.601 -5.933 3.381
H -0.297 -2.936 3.655
H -1.426 -4.177 2.987
H 0.114 -1.869 1.671
H -1.445 -1.553 2.151
H -0.785 -3.809 0.322
H 0.080 -2.075 -0.799
H -1.153 -0.930 -0.381
H -1.472 -1.742 -2.726
H -2.693 -2.446 -1.821
H -1.317 -5.504 -3.373
H -2.009 -4.114 -4.273
H -2.866 -4.808 -2.888
C -5.399 3.356 -1.365
O -5.800 3.596 -2.719
C -4.913 3.282 -3.737
C -3.615 4.106 -3.775
N -3.632 5.539 -4.154
C -4.610 6.385 -3.578
C -4.517 6.930 -2.135
O -3.625 8.077 -2.041
C -2.203 7.783 -2.321
H -4.646 4.088 -1.073
H -4.945 2.371 -1.252
H -6.225 3.469 -0.663
H -5.423 3.538 -4.665
H -4.691 2.232 -3.932
H -2.989 3.608 -4.515
H -3.142 4.014 -2.798
H -3.787 5.688 -5.141
H -5.615 5.966 -3.643
H -4.697 7.301 -4.161
H -4.389 6.184 -1.351
H -5.475 7.345 -1.820
H -1.700 8.744 -2.217
H -1.925 7.384 -3.297
H -1.845 7.083 -1.566
*
```



What did we get for ΔE to the lowest compared entry with this formula, charge and spin? Answer: 8.5; 95.8; 56.2; 0.0; 4.9; 139.8 kcal per mole, in the order shown.
What did we get for E_tot? Answer: -304.8220; -262.0112; -556.8860; -1390.1525; -412.4259; -2213.7169 hartree, in the order shown.